19
Properties=species:S:1:pos:R:3:lowdin_charge:R:1 method="wB97M-V/def2-TZVPD" homo_ev=-9.68 total_charge=0 orbital_gap_ev=10.27 smiles="CNCC(=O)O.O.O"
O -0.316 -1.700 1.269 -0.042
O -1.346 0.848 0.890 0.076
O -0.240 -2.414 -2.400 -0.056
O -1.301 0.031 -1.147 0.091
N 1.591 0.709 0.293 -0.092
C -0.794 0.767 -0.331 -0.530
C 0.530 1.452 -0.489 -0.117
C 1.647 1.098 1.704 -0.127
H 0.478 -1.867 0.751 0.037
H 2.357 0.830 -0.345 0.098
H 0.020 -1.873 -1.638 0.003
H -0.934 -2.872 -1.941 0.023
H 0.653 1.302 2.088 0.070
H 0.031 -1.145 1.968 0.022
H 2.240 1.978 2.005 0.078
H 0.390 2.513 -0.264 0.126
H -2.109 0.239 0.867 0.136
H 0.867 1.348 -1.514 0.124
H 2.156 0.230 2.143 0.079

54
Properties=species:S:1:pos:R:3:lowdin_charge:R:1 method="wB97M-V/def2-TZVPD" homo_ev=-7.61 total_charge=0 orbital_gap_ev=7.54
La 0.220 -0.725 1.796 2.101
O 0.040 -1.090 -3.182 -0.229
O 1.063 -2.507 2.865 -0.434
O 0.096 0.776 -0.233 -0.308
O 2.592 -3.988 3.715 0.009
C 0.856 0.981 -1.468 -0.139
C -0.952 1.689 -0.767 -0.517
C 2.161 1.687 1.728 -0.220
C -2.037 -1.760 3.197 -0.247
C 1.146 1.257 3.752 -0.232
C 2.913 0.681 2.386 -0.200
C 1.098 -2.078 -3.321 -0.171
C -2.169 0.877 -1.144 -0.008
C 0.563 -1.315 -5.571 -0.155
C -0.054 2.096 -1.966 -0.045
C 2.281 0.400 3.633 -0.213
C -2.004 0.547 3.179 -0.235
C -2.739 -1.317 2.038 -0.212
C -2.788 0.103 2.078 -0.222
C 1.561 -3.342 3.801 -0.467
C -1.616 -0.605 3.924 -0.244
C 1.072 2.049 2.570 -0.230
C -0.118 -0.441 -4.497 -0.159
C 1.402 -2.358 -4.814 -0.147
C -1.280 2.820 0.204 -0.013
H 0.434 2.919 2.410 0.084
H 0.377 0.546 -4.392 0.109
H 0.928 -3.307 4.714 0.126
H 0.762 0.043 -2.020 0.074
H -1.920 0.108 -1.896 0.090
H -1.213 -0.607 4.942 0.109
H -1.939 -2.803 3.510 0.102
H -2.036 3.495 -0.244 0.102
H 1.172 -3.381 -5.146 0.112
H 1.154 -0.711 -6.261 0.110
H 1.997 -1.637 -2.837 0.119
H 3.870 0.291 2.037 0.094
H -0.394 3.425 0.463 0.085
H -2.927 1.581 -1.529 0.104
H 2.458 2.206 0.815 0.091
H 2.683 -0.257 4.404 0.101
H 2.468 -2.191 -5.002 0.107
H -2.598 0.423 -0.232 0.049
H -1.763 2.430 1.123 0.070
H 0.377 3.097 -1.791 0.123
H 0.777 -2.956 -2.732 0.124
H 1.899 1.213 -1.256 0.116
H -1.858 1.600 3.451 0.102
H 0.537 1.404 4.642 0.097
H -0.167 -1.863 -6.165 0.105
H -3.463 0.732 1.485 0.100
H -3.241 -1.949 1.299 0.096
H -0.492 1.985 -2.970 0.109
H -1.189 -0.272 -4.729 0.126

15
Properties=species:S:1:pos:R:3:lowdin_charge:R:1 method="wB97M-V/def2-TZVPD" homo_ev=-14.21 total_charge=+1 orbital_gap_ev=8.15
S 0.200 0.491 0.487 0.947
N 1.966 -1.078 -0.789 -0.060
C -1.310 1.662 1.587 -0.045
C 1.271 0.106 -1.105 -0.475
C -1.155 -1.110 -0.282 -0.002
H 2.981 -1.060 -0.818 0.101
H -1.459 1.006 2.429 0.040
H -1.408 -1.812 0.481 0.038
H -0.445 -1.655 -0.961 0.048
H -2.022 1.757 0.807 0.007
H 0.703 -0.170 -2.063 0.117
H 1.838 -1.339 0.203 0.076
H 1.952 0.972 -1.321 0.101
H -1.251 2.668 2.074 0.074
H -1.861 -0.439 -0.729 0.032

167
Properties=species:S:1:pos:R:3:lowdin_charge:R:1 method="wB97M-V/def2-TZVPD" homo_ev=-10.38 total_charge=0 orbital_gap_ev=10.85
Cl 15.245 11.754 17.203 0.511
Cl 13.373 14.470 16.554 0.585
Cl 16.740 24.779 11.743 0.618
Cl 19.428 20.429 11.360 0.574
Cl 16.181 22.146 9.602 0.530
Cl 20.598 17.569 12.028 0.534
Cl 9.409 16.833 14.644 0.584
Cl 7.750 18.431 16.822 0.461
O 9.304 23.373 17.807 0.037
O 14.719 22.396 18.592 0.028
O 11.251 23.634 9.689 0.008
O 15.539 22.153 16.592 -0.025
O 8.031 11.876 16.566 0.027
O 13.228 25.754 15.652 0.016
O 14.182 20.743 13.817 -0.013
O 9.519 27.741 13.163 0.111
O 10.424 21.621 17.292 0.010
O 9.139 17.749 11.332 0.111
O 7.934 14.065 16.874 0.105
O 11.263 18.378 12.061 -0.010
O 16.768 21.389 18.304 0.106
O 10.738 27.092 14.925 0.036
O 14.558 27.172 14.835 -0.018
O 9.543 25.621 13.945 0.001
O 6.015 12.752 16.699 -0.017
O 16.472 15.076 13.521 0.012
O 15.058 18.712 13.323 0.072
O 17.751 15.069 15.256 -0.009
O 12.433 25.291 10.570 0.002
O 17.370 17.063 14.267 0.112
O 14.273 19.266 15.368 0.039
O 12.251 23.283 11.673 0.111
O 9.367 19.449 12.623 -0.058
O 15.461 25.247 15.595 0.146
O 11.025 22.804 19.123 0.095
C 14.809 21.246 12.588 -0.049
C 7.121 18.330 15.085 -0.550
C 9.032 24.421 18.752 -0.221
C 14.918 22.598 20.013 -0.199
C 13.265 27.291 11.499 -0.047
C 14.708 17.905 15.815 -0.179
C 13.977 11.845 15.914 -0.621
C 13.081 25.824 11.818 -0.163
C 10.337 20.415 13.224 0.002
C 7.639 16.978 14.451 -0.599
C 16.566 21.747 15.694 -0.011
C 16.065 15.709 12.278 -0.205
C 12.877 24.376 16.080 -0.118
C 11.370 28.395 15.043 -0.173
C 18.534 15.789 16.248 -0.023
C 16.478 24.867 10.012 -0.687
C 14.562 19.505 14.104 -0.622
C 7.370 13.004 16.790 -0.575
C 19.951 18.730 13.247 -0.651
C 10.302 22.567 18.174 -0.628
C 9.935 18.457 11.886 -0.644
C 13.847 21.969 20.795 -0.072
C 11.316 20.512 17.584 0.004
C 9.982 25.592 18.671 -0.058
C 10.754 22.280 9.823 -0.028
C 15.759 21.920 17.885 -0.577
C 14.927 14.854 11.775 -0.080
C 10.790 29.136 16.247 -0.036
C 14.566 17.871 17.264 -0.077
C 17.184 15.892 14.348 -0.577
C 13.834 13.254 15.338 -0.641
C 12.716 23.494 14.821 -0.024
C 5.262 13.956 16.942 -0.055
C 11.925 17.299 11.342 -0.183
C 14.526 25.961 15.372 -0.615
C 9.472 12.062 16.484 -0.199
C 11.967 24.010 10.766 -0.585
C 10.039 10.641 16.543 -0.043
C 8.453 25.276 13.083 -0.023
C 15.488 23.858 9.502 -0.574
C 13.256 17.841 10.840 -0.053
C 15.842 27.544 14.343 -0.040
C 18.759 19.406 12.625 -0.700
C 9.936 26.894 13.920 -0.636
H 15.852 22.132 20.244 0.111
H 18.945 14.933 16.872 0.120
H 12.422 28.256 15.098 0.089
H 15.627 16.738 12.356 0.103
H 10.963 25.154 18.891 0.072
H 14.005 17.159 15.368 0.124
H 12.020 16.415 11.966 0.106
H 13.081 13.078 14.598 0.068
H 12.293 27.673 11.222 0.076
H 14.823 23.649 20.227 0.128
H 13.549 20.960 20.517 0.087
H 7.514 25.490 13.552 0.090
H 16.201 26.967 13.548 0.031
H 16.944 15.717 11.541 0.154
H 14.299 20.868 11.737 0.061
H 12.942 22.521 20.599 0.057
H 9.750 29.205 15.962 0.080
H 5.748 14.808 16.479 0.064
H 11.109 10.742 16.561 0.032
H 5.144 14.111 18.042 0.103
H 13.069 11.470 16.457 0.051
H 13.129 18.571 9.971 0.105
H 16.096 22.028 14.739 0.096
H 9.015 23.993 19.754 0.123
H 9.833 10.156 15.572 0.089
H 11.224 16.931 10.525 0.142
H 17.882 16.351 16.979 0.103
H 15.877 20.974 12.510 0.085
H 11.499 21.513 9.716 0.083
H 17.980 18.635 12.308 0.090
H 13.567 18.176 17.575 0.082
H 8.468 25.689 12.125 0.075
H 16.797 20.710 15.925 0.097
H 19.738 18.289 14.194 0.048
H 9.640 10.173 17.489 0.110
H 19.166 16.548 15.817 0.072
H 9.752 12.645 17.330 0.108
H 13.846 27.513 10.551 0.101
H 9.817 26.354 19.418 0.078
H 10.959 20.817 12.391 0.079
H 14.689 16.829 17.594 0.057
H 14.497 23.953 9.988 0.058
H 10.268 22.099 10.820 0.096
H 14.756 13.644 14.929 0.045
H 14.726 22.349 12.609 0.072
H 13.757 18.408 11.666 0.063
H 11.972 23.930 14.100 0.080
H 10.812 28.526 17.122 0.061
H 16.168 25.923 9.716 0.103
H 8.021 24.702 18.455 0.123
H 5.992 18.419 15.156 0.089
H 13.875 17.029 10.509 0.046
H 4.183 13.785 16.525 0.125
H 14.774 14.894 10.686 0.082
H 13.990 15.287 12.231 0.078
H 11.930 24.577 16.522 0.094
H 10.097 22.168 8.962 0.098
H 18.266 20.046 13.338 0.054
H 15.824 28.530 13.928 0.088
H 14.238 11.193 15.092 0.072
H 8.476 24.177 13.089 0.097
H 12.334 22.579 15.223 0.063
H 7.611 19.115 14.497 0.046
H 12.310 20.692 17.159 0.091
H 10.878 19.674 17.084 0.068
H 12.421 25.639 12.673 0.109
H 15.296 18.445 17.855 0.090
H 15.393 24.023 8.413 0.081
H 7.201 16.109 14.956 0.045
H 17.430 22.283 16.040 0.099
H 9.917 25.941 17.615 0.086
H 9.687 21.234 13.574 0.099
H 13.989 25.241 11.997 0.080
H 17.388 24.771 9.487 0.048
H 14.134 21.995 21.815 0.074
H 9.698 12.710 15.639 0.128
H 15.062 13.831 12.068 0.067
H 11.230 30.096 16.405 0.074
H 11.088 28.990 14.148 0.128
H 13.529 23.899 16.804 0.107
H 11.305 20.309 18.670 0.108
H 15.687 17.825 15.403 0.086
H 10.914 19.998 14.017 0.075
H 16.541 27.462 15.204 0.116
H 7.402 17.058 13.418 0.052
H 20.646 19.499 13.387 0.033
H 13.589 27.908 12.291 0.050
H 13.639 23.267 14.341 0.048